The following is a DFT calculation (ωB97M-V with the def2-TZVPD basis set) of a gas-phase ion, C8H10NO2 (charge +1) at a distorted geometry.

XYZ file:
```
21
Properties=species:S:1:pos:R:3:forces:R:3:nbo_charge:R:1
C -3.158436 -0.041375 -0.271917 -0.742 0.190 -0.987 -0.096
C -2.408942 -1.230512 -0.263668 0.527 0.287 -0.092 -0.212
C -2.543564 1.178924 -0.032933 -1.019 0.933 -0.304 -0.223
C -1.054085 -1.112230 -0.020476 -0.937 0.432 -0.022 0.085
C -1.215720 1.175111 0.329914 -1.452 1.995 0.715 0.111
C 2.580376 -0.866440 -0.451306 0.367 0.716 0.268 -0.109
C 2.717382 0.739059 -0.252396 0.419 -4.433 1.310 -0.073
C 0.820947 0.119826 0.770359 2.900 -0.609 3.862 0.552
N -0.534556 0.072835 0.332775 -0.744 -2.091 -0.329 -0.309
O 1.511054 -1.102811 0.514908 -0.578 0.770 0.435 -0.538
O 1.422716 1.075927 0.052896 -0.943 1.897 0.023 -0.512
H -4.214748 0.075745 -0.602732 0.793 -0.895 0.505 0.262
H -2.756432 -2.233972 -0.484509 -0.408 0.348 -0.065 0.267
H -3.172289 2.119356 -0.162461 1.290 -1.285 0.505 0.273
H -0.288171 -1.835915 -0.098886 0.083 -1.169 0.055 0.267
H -0.704776 2.007442 0.765395 0.131 0.662 -0.269 0.250
H 2.287912 -1.320127 -1.454033 0.202 1.190 1.064 0.202
H 3.506041 -1.396403 -0.128330 -0.857 0.380 0.043 0.221
H 3.458188 0.947264 0.516498 -0.165 0.107 0.239 0.195
H 2.925416 1.189341 -1.117218 1.178 1.905 -3.298 0.207
H 0.821693 0.438951 2.058120 -0.042 -1.332 -3.657 0.180
```
Positions in Å, forces in eV/Å.

## Properties
LUMO level   -4.409 eV
Relative energy (zero: lowest compared OMol25 entry of this formula, charge and spin)   53.6 kcal per mole
DFT total energy   -14034.668 eV
Net charge   +1
SMILES string   c1cc[n+](C2OCCO2)cc1

---

The following is a DFT calculation (ωB97M-V with the def2-TZVPD basis set) of a molecular structure, C22H35CaNO3P2S at a distorted geometry.

XYZ file:
```
65
Properties=species:S:1:pos:R:3:forces:R:3:nbo_charge:R:1
P 2.857930 2.374749 2.380495 1.327 0.586 0.866 0.988
P 3.684609 0.921331 -0.686298 2.876 -0.847 2.097 0.650
C 4.517585 2.511069 1.558547 -0.195 0.557 0.260 -0.762
C 4.450773 2.603457 0.027575 0.092 -0.412 -1.060 -0.647
H 5.091327 1.625171 1.905745 -0.377 0.396 -0.335 0.246
H 5.007346 3.394414 2.016257 0.093 -0.280 -0.661 0.230
H 3.908788 3.496173 -0.324965 0.201 0.010 0.291 0.196
H 5.487561 2.640521 -0.350598 -0.593 0.283 -0.173 0.229
C 5.394835 0.176796 -0.717538 -0.167 -0.306 -0.067 -0.892
H 5.288567 -0.735481 -1.310487 0.340 -0.069 0.308 0.229
H 5.808205 -0.071062 0.266629 -0.197 0.210 -0.264 0.246
H 6.073955 0.860098 -1.242435 -0.172 -0.176 0.012 0.220
C 3.402498 0.673803 -2.486561 0.186 0.602 -1.325 -1.064
H 4.076578 -0.150832 -2.703659 0.151 0.257 -0.348 0.271
H 3.590813 1.508238 -3.182899 0.267 -0.277 0.054 0.229
H 2.400558 0.257259 -2.715491 0.381 0.408 0.472 0.313
C 3.473617 2.866095 4.078033 0.098 0.049 0.016 -0.937
H 2.625867 3.072607 4.744983 0.059 -0.106 -0.203 0.229
H 4.067024 3.785936 4.014212 -0.143 -0.044 -0.084 0.207
H 4.089050 2.107966 4.569787 -0.070 0.012 -0.307 0.234
C 1.923278 3.909642 2.140833 0.448 0.890 0.163 -0.969
H 1.946365 4.164330 1.075855 -0.394 0.160 0.322 0.221
H 2.308873 4.753024 2.742022 -0.149 -0.266 -0.302 0.215
H 0.897706 3.655897 2.466273 0.536 0.395 -0.260 0.255
Ca 1.597539 2.212087 -1.341985 -2.556 0.530 -0.413 1.691
C 3.901939 -1.313610 1.596579 1.054 0.147 0.126 -0.176
C 4.770573 -1.161403 2.620931 -0.482 -0.802 -1.052 -0.189
C 4.572883 -1.839367 3.929038 -0.857 0.801 1.152 -0.441
C 3.193757 -1.439063 4.554406 1.047 -0.975 0.115 -0.432
C 2.741413 -0.047833 4.365230 -1.404 1.144 -0.320 -0.278
C 1.953398 0.436727 3.338264 -0.528 -1.996 1.493 -0.213
C 1.585881 -0.277044 2.035088 -0.059 -0.116 0.183 -0.433
C 2.435173 -1.497505 1.640548 -0.911 -1.171 -0.264 -0.487
C -0.183869 2.762762 0.130260 0.275 0.581 -0.535 -1.387
H 4.288716 -1.381910 0.573224 -0.059 0.934 0.571 0.194
H 5.685687 -0.607444 2.470303 0.662 -0.596 -0.348 0.185
H 5.373651 -1.589019 4.637048 -0.084 -0.014 -0.208 0.202
H 4.550416 -2.934902 3.825035 0.283 0.306 -0.188 0.213
H 2.450819 -2.123647 4.133784 0.099 0.084 0.432 0.203
H 3.287596 -1.606916 5.642748 -0.331 -0.143 -0.433 0.214
H 2.880020 0.596769 5.253019 -0.483 -0.416 -0.529 0.192
H 1.174394 1.121045 3.690660 0.460 0.478 -0.450 0.208
H 1.597821 0.443563 1.194120 -0.068 -0.325 0.634 0.224
H 0.549047 -0.634343 2.094479 0.085 0.058 0.105 0.220
H 2.092903 -2.337053 2.251774 0.254 -0.104 0.069 0.205
H 2.138380 -1.769036 0.623174 -0.174 0.086 0.257 0.262
H -0.884245 3.224227 -0.604523 0.216 -0.207 0.588 0.205
H 0.036757 3.462362 0.937616 -0.736 -0.254 -0.358 0.179
H -0.638290 1.851593 0.517126 -0.156 -0.118 0.155 0.200
O -0.384360 0.515097 -4.621010 -0.225 0.320 -0.249 -0.909
S -0.608234 0.946642 -3.275140 1.403 -0.969 2.972 2.272
O -0.533636 2.387215 -2.967594 -0.080 -1.027 -0.716 -0.981
N 0.474982 0.258221 -2.191537 0.111 1.056 -1.401 -1.071
C 0.045008 -0.851975 -1.538212 1.067 -0.424 -0.195 0.650
O 0.809727 -1.693001 -1.036649 -1.611 1.147 -0.340 -0.627
C -1.449000 -0.879432 -1.612872 -0.528 -0.258 0.145 -0.114
C -2.311267 -1.721653 -0.916042 0.273 0.160 -0.467 -0.167
C -3.674636 -1.673676 -1.215699 0.118 0.431 0.020 -0.190
C -4.174519 -0.816690 -2.208761 0.602 -0.306 0.047 -0.198
C -3.289501 0.013393 -2.910903 -0.036 0.070 0.446 -0.180
C -1.950473 0.034470 -2.542028 -0.986 -0.380 -0.264 -0.296
H -1.864965 -2.403357 -0.190088 -0.341 0.117 -0.167 0.239
H -4.357863 -2.288257 -0.649616 -0.094 -0.124 -0.043 0.219
H -5.238408 -0.841990 -2.449732 0.355 0.118 0.037 0.224
H -3.630183 0.652444 -3.708373 -0.175 0.125 -0.076 0.230
```
Positions in Å, forces in eV/Å.

## Properties
LUMO level   -0.355 eV
Relative energy (zero: lowest compared OMol25 entry of this formula, charge and spin)   49.1 kcal per mole
DFT total energy   -78860.139 eV

---

The following is a DFT calculation (ωB97M-V with the def2-TZVPD basis set) of 4 unconnected molecules or ions with the total composition C19H48B2N2O11S2 at a distorted geometry.

XYZ file:
```
84
Properties=species:S:1:pos:R:3:forces:R:3:mulliken_charge:R:1
C 5.237038 -1.978953 -2.170457 0.051 0.137 -0.393 -0.999
C 4.361151 -3.120176 -1.667583 0.652 -0.145 0.675 -0.637
C 3.728202 -2.818214 -0.291893 -0.395 -0.047 -1.399 -1.022
C 2.246187 -2.380978 -0.509516 0.988 -0.467 1.055 -0.517
C 1.428839 -3.656574 -0.381705 -0.194 -0.209 -0.614 -2.186
C 1.883338 -1.224944 0.462669 -0.496 -0.875 -0.098 0.192
B 2.210173 -1.858553 1.894098 0.556 0.160 0.761 0.916
N 3.460605 -1.555973 2.609920 -0.748 -0.180 0.251 -0.493
O 1.393751 -2.821205 2.457870 -0.574 0.197 -0.118 -0.866
O 2.857547 -0.211366 0.032452 -0.413 0.349 0.733 -0.067
S 2.990484 1.133062 0.844311 0.370 1.596 -0.099 1.048
O 3.976566 1.168854 1.859606 0.082 -1.141 0.983 -0.687
O 3.139171 2.154074 -0.124857 -0.240 0.420 -1.348 -0.706
C 1.322165 1.383239 1.510172 0.211 -0.741 -0.634 -0.310
S 1.074587 3.168325 1.803252 0.025 0.301 0.354 1.496
C 0.034063 3.212375 3.272614 0.198 -0.548 -0.667 -1.102
O 2.284827 3.806653 2.164132 1.288 0.096 0.704 -0.694
O 0.382969 3.703733 0.681642 -1.052 -0.092 -0.615 -0.642
C 0.409116 0.886124 0.380579 1.004 -0.037 1.036 -3.207
C 0.416354 -0.662731 0.259981 -0.389 1.044 -0.267 2.652
C -0.059868 -0.877626 -1.191083 -0.212 -0.161 -0.222 -1.321
B -1.339681 -0.057046 -1.600737 -0.265 -0.205 0.156 1.166
O -1.171505 1.082210 -2.302573 -0.024 0.738 -0.194 -0.543
O -2.650175 -0.432607 -1.298448 0.034 0.223 0.816 -0.591
N -0.514657 -1.096095 1.286228 0.384 -0.338 -0.390 0.504
C -1.368263 -2.246298 1.123317 -0.668 -0.043 1.042 -0.194
C -2.428002 -2.188868 2.222540 0.773 -0.015 0.264 -1.452
H 4.750435 -1.396810 -2.944137 -0.040 0.165 0.012 0.069
H 6.178482 -2.334805 -2.572967 0.161 -0.172 -0.187 0.368
H 5.496980 -1.290207 -1.377561 -0.001 0.184 0.254 0.260
H 3.606828 -3.396140 -2.397135 -0.186 -0.042 -0.137 0.340
H 4.997803 -3.990234 -1.535681 0.096 -0.252 -0.109 0.529
H 3.756980 -3.741585 0.272922 0.024 -0.012 0.569 0.513
H 4.327079 -2.044150 0.162565 0.033 0.009 0.443 0.423
H 2.249663 -2.015956 -1.524997 -0.530 0.414 -0.228 0.688
H 1.639486 -4.211947 0.519408 0.022 0.059 0.426 0.438
H 0.356765 -3.556099 -0.473939 -0.200 0.162 0.027 0.264
H 1.740460 -4.309451 -1.192592 0.047 -0.127 -0.239 0.512
H 3.296768 -0.848122 3.324238 0.618 0.401 -0.358 0.215
H 3.715052 -2.396519 3.123697 0.005 0.040 0.112 0.207
H 1.249130 -2.600792 3.393595 0.358 -0.502 -0.378 0.252
H 1.158472 0.818755 2.420178 0.178 0.032 0.350 0.928
H 0.030753 2.216283 3.696445 -0.280 -0.138 0.180 0.307
H -0.945545 3.545090 2.965473 -0.290 -0.005 0.089 0.347
H 0.508336 3.882594 3.967521 0.127 0.353 0.126 0.449
H -0.587992 1.229775 0.627306 -0.348 0.054 -0.473 0.716
H 0.796787 1.370249 -0.501387 -0.352 0.148 -0.477 0.338
H -0.219894 -1.919098 -1.447892 -0.001 -0.232 0.137 0.280
H 0.752445 -0.532957 -1.820000 0.231 0.033 -0.152 -0.656
H -1.991749 1.606128 -2.269522 0.121 -0.127 -0.197 0.176
H -2.882443 -0.124525 -0.404861 -0.193 -0.404 -0.403 0.208
H -0.891526 -0.359602 1.855034 -0.270 0.032 -0.166 0.468
H -1.900807 -2.316692 0.178364 0.321 0.147 -0.422 0.368
H -0.800728 -3.144171 1.326575 0.234 -0.362 -0.416 0.126
H -1.937430 -2.451845 3.158472 -0.096 -0.019 0.257 0.315
H -3.227197 -2.897703 2.054204 -0.258 -0.064 -0.095 0.488
H -2.808712 -1.179154 2.332477 -0.345 0.049 -0.101 0.308
C 1.290692 -0.221316 -5.659546 -0.016 -0.089 0.039 -1.348
C 1.913238 0.105866 -4.315428 0.192 -0.106 -0.216 0.199
O 2.560903 -1.037034 -3.747580 -0.253 0.067 -0.017 -0.449
H 0.565403 -1.029272 -5.555921 -0.042 0.033 0.027 0.302
H 0.787416 0.649988 -6.080027 0.012 0.007 -0.011 0.374
H 2.053075 -0.556303 -6.367500 0.012 0.076 -0.027 0.408
H 1.148074 0.422251 -3.608819 0.055 0.002 0.027 -0.023
H 2.641585 0.916038 -4.416645 -0.079 0.085 0.036 0.263
H 3.247529 -1.319621 -4.361495 -0.069 -0.002 0.023 0.300
C -5.655398 1.345662 4.227162 0.089 -0.002 -0.014 -1.108
C -5.626670 1.052983 2.738510 -0.110 -0.270 0.188 -0.130
O -4.801501 -0.073129 2.440605 -0.055 0.262 -0.011 -0.461
H -4.646837 1.532125 4.597754 0.004 0.047 -0.020 0.271
H -6.275392 2.216128 4.444609 -0.019 -0.014 0.012 0.365
H -6.052621 0.491793 4.780239 -0.079 0.025 -0.008 0.346
H -5.213045 1.898898 2.190948 0.043 -0.047 -0.069 0.131
H -6.638318 0.865881 2.365562 -0.018 0.137 -0.030 0.294
H -5.163957 -0.831834 2.911923 0.073 -0.001 -0.077 0.246
C -3.397188 5.220780 -1.611746 0.088 -0.063 -0.004 -1.031
C -4.108391 3.956222 -2.054899 -0.014 0.167 0.299 -0.253
O -3.716197 2.833180 -1.262117 0.075 -0.104 -0.155 -0.383
H -2.316508 5.092821 -1.677394 0.002 -0.001 -0.039 0.245
H -3.688707 6.070995 -2.229383 -0.019 0.010 0.017 0.367
H -3.634441 5.452324 -0.570411 -0.067 0.044 -0.025 0.305
H -3.856072 3.715820 -3.086096 0.001 -0.105 0.006 0.306
H -5.193755 4.080186 -1.988110 -0.005 0.024 -0.114 0.288
H -3.942584 3.027814 -0.346527 0.067 -0.026 -0.058 0.192
```
Positions in Å, forces in eV/Å.

## Properties
LUMO level   -0.064 eV
Relative energy (zero: lowest compared OMol25 entry of this formula, charge and spin)   14.5 kcal per mole
DFT total energy   -69009.095 eV
SMILES string   CCC[C@@H](C)[C@@]1(B(N)O)OS(=O)(=O)[C@@H](S(C)(=O)=O)C[C@]1(CB(O)O)NCC.CCO.CCO.CCO

---

The following is a DFT calculation (ωB97M-V with the def2-TZVPD basis set) of a molecular structure, CH3MgORb at a distorted geometry.

XYZ file:
```
7
Properties=species:S:1:pos:R:3:forces:R:3:nbo_charge:R:1
O 0.785286 -0.037711 -0.529228 0.967 -0.248 -0.342 -0.554
C 1.734632 -0.416895 -1.192337 -0.844 0.334 0.471 0.298
H 2.770845 -0.341788 -0.814024 -0.141 -0.038 -0.082 0.122
H 1.587427 -0.842942 -2.200592 0.049 0.052 0.165 0.136
Rb -0.097403 1.383639 2.374403 0.058 -0.101 -0.302 0.980
Mg -4.568038 -0.433834 1.482618 0.988 0.482 -0.315 0.604
H -2.212749 0.689530 0.879160 -1.078 -0.480 0.405 -0.587
```
Positions in Å, forces in eV/Å.

## Properties
LUMO level (alpha / beta)   -3.392 / -4.962 eV
DFT total energy   -9224.281 eV
2S+1   2
Net charge   +1